Record 1
The following is a quantum chemistry calculation of 13 unconnected molecules or ions with the total composition C34H97F12N7O13P2, from the OMol25 dataset.

Geometry as XYZ:
```
165
C34H97F12N7O13P2 (ωB97M-V/def2-TZVPD)
P -6.927 -4.176 -2.098
F -7.522 -3.587 -0.683
F -6.618 -2.695 -2.705
F -5.489 -4.366 -1.345
F -6.256 -4.846 -3.456
F -7.119 -5.687 -1.501
F -8.411 -4.201 -2.793
P 0.133 0.743 -0.256
F 0.557 -0.456 0.747
F -0.797 -0.351 -1.062
F -1.061 1.272 0.715
F -0.282 1.939 -1.295
F 1.063 1.758 0.569
F 1.415 0.400 -1.210
C 3.439 5.683 -3.006
O 3.282 4.502 -3.779
H 4.156 6.352 -3.481
H 2.459 6.160 -3.036
H 3.856 5.558 -2.007
H 2.930 3.826 -3.194
C -3.771 6.897 -0.181
O -2.962 6.450 0.901
H -4.580 6.202 -0.409
H -4.117 7.931 -0.149
H -3.139 6.877 -1.069
H -2.619 5.594 0.634
C -8.105 1.880 2.276
C -9.108 1.671 3.449
C -8.479 2.141 4.784
O -7.433 1.288 5.172
C -6.755 1.660 6.345
N -10.425 2.260 3.041
H -7.056 1.778 2.553
H -8.251 2.874 1.852
H -8.270 1.138 1.494
H -9.387 0.619 3.511
H -9.251 2.138 5.553
H -8.032 3.133 4.711
H -7.426 1.787 7.195
H -6.099 2.511 6.163
H -6.022 0.879 6.549
H -10.815 1.768 2.250
H -11.054 1.952 3.769
C 1.115 6.124 7.544
C -0.187 6.878 7.854
C -0.314 7.496 9.265
O -0.143 6.481 10.222
C -1.296 5.705 10.519
N -0.401 7.857 6.842
H 0.903 5.554 6.640
H 1.406 5.424 8.328
H 1.969 6.781 7.383
H -1.035 6.196 7.789
H -1.237 8.070 9.341
H 0.470 8.243 9.393
H -1.610 5.011 9.739
H -2.169 6.315 10.754
H -1.116 5.059 11.378
H -0.641 7.339 6.009
H -1.314 8.266 6.979
C 7.026 -0.942 -7.066
C 8.447 -1.188 -7.613
C 9.373 0.077 -7.455
O 8.898 0.965 -8.449
C 9.837 2.071 -8.876
N 8.935 -2.404 -6.945
H 6.443 -0.218 -7.635
H 7.052 -0.638 -6.019
H 6.378 -1.819 -7.087
H 8.419 -1.371 -8.687
H 10.450 -0.081 -7.516
H 9.236 0.613 -6.515
H 10.083 2.758 -8.066
H 9.509 2.691 -9.711
H 10.768 1.634 -9.238
H 8.371 -3.227 -7.106
H 9.887 -2.592 -7.223
C -6.096 3.291 -5.832
C -4.739 3.193 -6.542
C -4.338 1.768 -7.012
O -3.189 1.751 -7.856
C -2.126 2.398 -7.214
N -4.769 4.177 -7.620
H -6.888 3.086 -6.552
H -6.220 4.345 -5.585
H -6.341 2.660 -4.977
H -3.967 3.518 -5.845
H -5.207 1.302 -7.477
H -4.171 1.151 -6.129
H -1.872 1.830 -6.319
H -2.347 3.423 -6.917
H -1.309 2.343 -7.934
H -3.899 3.903 -8.053
H -5.442 3.886 -8.315
C -2.302 -10.218 -4.946
C -1.810 -8.815 -4.509
C -1.714 -7.778 -5.608
O -1.299 -6.524 -5.020
C -1.202 -5.345 -5.878
N -2.791 -8.311 -3.531
H -2.673 -10.774 -4.085
H -1.486 -10.720 -5.466
H -3.133 -10.251 -5.651
H -0.821 -9.037 -4.108
H -2.687 -7.689 -6.090
H -1.074 -8.173 -6.397
H -0.887 -5.542 -6.903
H -0.474 -4.660 -5.443
H -2.204 -4.918 -5.916
H -3.534 -8.988 -3.624
H -3.137 -7.606 -4.166
C 3.213 -5.713 -0.773
C 2.267 -6.451 0.197
C 2.671 -6.460 1.638
O 1.634 -7.054 2.407
C 2.259 -7.613 3.567
N 0.982 -5.770 0.043
H 3.424 -4.723 -0.370
H 2.779 -5.594 -1.765
H 4.170 -6.218 -0.906
H 2.149 -7.497 -0.088
H 2.825 -5.451 2.021
H 3.655 -6.928 1.665
H 3.090 -8.302 3.411
H 1.479 -8.174 4.080
H 2.564 -6.763 4.178
H 1.017 -5.518 -0.935
H 1.204 -4.822 0.312
C 8.590 3.064 2.301
C 7.606 2.890 1.142
C 8.271 3.093 -0.271
O 8.402 4.471 -0.493
C 9.064 4.796 -1.724
N 7.139 1.515 1.244
H 8.197 3.002 3.316
H 8.998 4.072 2.227
H 9.400 2.338 2.231
H 6.797 3.607 1.284
H 7.723 2.549 -1.040
H 9.228 2.578 -0.188
H 8.604 4.415 -2.636
H 10.119 4.522 -1.686
H 9.031 5.884 -1.784
H 7.458 0.973 0.455
H 6.144 1.413 1.100
C -5.556 -3.912 4.304
C -4.345 -3.131 3.912
O -3.210 -4.061 3.885
O -5.629 -5.108 3.461
H -6.451 -3.293 4.375
H -5.445 -4.308 5.314
H -4.301 -2.273 4.584
H -4.361 -2.700 2.911
H -2.582 -3.518 4.367
H -6.505 -5.434 3.682
C 2.178 -1.117 9.471
C 1.098 -0.969 8.360
O 1.533 -1.599 7.200
O 3.275 -0.347 9.184
H 2.571 -2.108 9.695
H 1.713 -0.854 10.421
H 0.918 0.067 8.074
H 0.136 -1.336 8.719
H 2.485 -1.529 7.294
H 3.312 0.343 9.851
```

Output
Net charge ... -2
HOMO level ... -5.606 eV
Molar mass ... 1102.11 g/mol

***

Record 2
The following is a quantum chemistry calculation of a molecular structure, C12H32MgO5, from the OMol25 dataset.

Geometry as XYZ:
```
50
C12H32MgO5 (ωB97M-V/def2-TZVPD)
Mg -0.427 0.025 -0.497
C 3.768 0.194 -0.971
C 2.919 -0.379 0.158
C 3.339 0.350 1.453
O 1.515 -0.198 -0.088
H 3.394 1.192 -1.202
H 3.611 -0.396 -1.874
H 4.774 0.131 -0.556
H 3.165 -1.438 0.229
H 4.390 0.073 1.526
H 2.756 0.117 2.344
H 3.357 1.436 1.358
C -1.337 -0.329 3.093
C -2.111 -0.959 1.954
C -3.569 -1.161 2.209
O -1.872 -0.342 0.749
H -1.451 -0.849 4.044
H -1.740 0.683 3.123
H -0.285 -0.212 2.834
H -1.722 -1.965 1.793
H -4.154 -0.254 2.362
H -3.798 -1.667 3.147
H -4.199 -1.738 1.532
C -1.474 2.663 -3.174
C -0.679 1.341 -3.123
O -1.320 0.474 -2.238
H -1.630 3.061 -2.171
H -2.421 2.377 -3.631
H -1.070 3.401 -3.867
H 0.373 1.559 -2.940
H -0.630 0.824 -4.081
H -2.144 0.247 -2.673
C 0.751 2.525 1.909
C 0.599 2.853 0.447
O -0.494 2.121 -0.063
H 0.928 1.457 2.035
H -0.226 2.727 2.349
H 1.554 3.157 2.288
H 1.559 2.535 0.041
H 0.388 3.891 0.191
H -1.197 2.755 0.097
C -0.361 -4.442 -1.490
C -0.022 -3.069 -0.751
O -0.859 -2.029 -1.186
H 0.512 -5.078 -1.348
H -0.613 -4.321 -2.544
H -1.109 -5.084 -1.026
H 0.971 -2.863 -1.152
H 0.053 -3.142 0.334
H -1.762 -2.256 -0.949
```

Output
Net charge ... 0
Relative energy (zero: lowest compared OMol25 entry of this formula, charge and spin) ... 157.3 kJ/mol
HOMO level ... -7.538 eV
Molar mass ... 280.69 g/mol

***

Record 3
The following is a quantum chemistry calculation of C6H10 in the gas phase, from the OMol25 dataset.

Geometry as XYZ:
```
16
C6H10 (ωB97M-V/def2-TZVPD)
C 1.544 -0.323 0.705
C 0.572 -0.958 -0.237
C -1.048 -0.768 -0.181
C -1.359 0.701 0.138
C -0.415 1.123 -1.026
C -0.140 -0.351 -1.340
H 1.900 -1.025 1.471
H 1.114 0.545 1.213
H 2.400 -0.003 0.109
H 0.773 -2.018 -0.441
H -0.879 -1.591 0.496
H -2.383 1.071 -0.039
H -1.089 0.994 1.156
H 0.473 1.699 -0.736
H -0.908 1.646 -1.845
H -0.080 -0.773 -2.335
```

Output
Net charge ... 0
Relative energy (zero: lowest compared OMol25 entry of this formula, charge and spin) ... 290.3 kJ/mol
HOMO level ... -8.252 eV
Molar mass ... 82.15 g/mol

***

Record 4
The following is a quantum chemistry calculation of 2 unconnected molecules or ions with the total composition C3H8FIN, from the OMol25 dataset.

Geometry as XYZ:
```
14
C3H8FIN (ωB97M-V/def2-TZVPD)
C -1.373 0.839 1.269
C -0.255 -0.258 -0.749
C -0.755 -0.290 0.618
N -0.390 0.962 -1.457
F -0.804 -1.347 1.309
I 4.158 -2.210 -0.250
H -1.426 1.701 0.590
H -0.737 1.101 2.051
H -2.371 0.828 1.716
H -0.924 -0.930 -1.220
H 0.774 -0.794 -1.039
H 4.865 -1.810 1.174
H -1.201 1.073 -2.029
H 0.439 1.136 -1.982
```

Output
Net charge ... +1
Relative energy (zero: lowest compared OMol25 entry of this formula, charge and spin) ... 0.0 kJ/mol
HOMO level ... -12.791 eV
Molar mass ... 204.01 g/mol

***

E_tot across the listed records, respectively: -4596.27610, -1052.72250, -234.49193, -571.06912 a.u..